{"formula": "C36H72N4O28P4", "method": "ωB97M-V/def2-TZVPD", "symbols": ["O", "C", "C", "C", "O", "C", "O", "C", "C", "O", "H", "H", "H", "H", "O", "C", "C", "C", "O", "C", "O", "C", "C", "O", "H", "H", "H", "H", "C", "O", "P", "O", "O", "C", "O", "C", "H", "H", "H", "H", "H", "H", "H", "H", "H", "C", "O", "P", "O", "O", "C", "O", "C", "H", "H", "H", "H", "H", "H", "H", "H", "H", "C", "O", "P", "O", "O", "C", "O", "C", "H", "H", "H", "H", "H", "H", "H", "H", "H", "C", "O", "P", "O", "O", "C", "O", "C", "H", "H", "H", "H", "H", "H", "H", "H", "H", "C", "N", "C", "C", "O", "H", "H", "H", "H", "H", "H", "H", "C", "N", "C", "C", "O", "H", "H", "H", "H", "H", "H", "H", "C", "N", "C", "C", "O", "H", "H", "H", "H", "H", "H", "H", "C", "N", "C", "C", "O", "H", "H", "H", "H", "H", "H", "H"], "xyz": [[0.725454, 0.684445, -2.816157], [0.632383, 0.075115, -1.785082], [-0.011650, 0.706930, -0.610093], [0.024285, 0.114698, 0.614067], [-0.682578, 0.674398, 1.632443], [0.764049, -1.114262, 1.027719], [0.780038, -1.481679, 2.209195], [1.219163, -1.783798, -0.206663], [1.164864, -1.270922, -1.452553], [1.667399, -1.922612, -2.490817], [-0.460142, 1.685290, -0.699928], [-0.649949, 0.034442, 2.347280], [1.516830, -2.807487, -0.033866], [1.192781, -1.514415, -3.218625], [4.516555, -0.179587, 7.647470], [5.296232, 0.135901, 6.734734], [4.823013, 0.580729, 5.340674], [5.750121, 0.859147, 4.435441], [5.360073, 1.388092, 3.259972], [7.278486, 0.868184, 4.615455], [8.163665, 1.127603, 3.789019], [7.649541, 0.500053, 6.023971], [6.770883, 0.190528, 6.951965], [7.105425, -0.013656, 8.232455], [3.764146, 0.695803, 5.161884], [6.096350, 1.516511, 2.657472], [8.710792, 0.602485, 6.196143], [6.319279, -0.316739, 8.692584], [-4.852110, -3.508942, -1.720485], [-5.887530, -3.050455, -0.809903], [-6.141654, -3.702822, 0.645985], [-7.562260, -3.674448, 1.141590], [-5.521880, -5.256985, 0.656785], [-6.416596, -6.332827, 0.685455], [-5.159379, -2.796126, 1.488893], [-5.014090, -3.071518, 2.855027], [-4.011641, -4.109877, -1.373185], [-4.397169, -2.607112, -2.130149], [-5.326474, -4.008560, -2.565144], [-5.979109, -7.094592, 1.330749], [-6.470921, -6.807807, -0.294113], [-7.401944, -6.178751, 1.125256], [-5.493368, -2.395246, 3.562857], [-3.971721, -3.179784, 3.154780], [-5.398722, -4.041261, 3.170897], [0.705128, 6.888835, 1.341435], [1.776467, 6.680011, 2.246375], [3.086667, 7.706531, 2.179052], [2.692107, 9.096664, 1.870585], [3.704883, 7.428024, 3.657908], [3.884452, 6.118890, 4.143922], [4.035935, 6.898841, 1.128317], [4.072081, 6.956697, -0.251287], [-0.084480, 7.255133, 1.997526], [0.368568, 5.921757, 0.967822], [0.807051, 7.581813, 0.506269], [3.365517, 5.315473, 3.621110], [3.662378, 6.075049, 5.210166], [4.899772, 5.766802, 3.961562], [3.205611, 7.438167, -0.704615], [4.227457, 5.897823, -0.458037], [4.923870, 7.485458, -0.679024], [-2.528256, -9.123414, -2.201181], [-1.624153, -9.215320, -3.277773], [-0.465137, -8.033377, -3.491751], [0.693752, -8.606807, -4.267188], [-1.316351, -6.804072, -4.156500], [-0.667354, -5.972035, -5.122523], [-0.246530, -7.463300, -1.991344], [0.541934, -8.189653, -1.118834], [-2.612631, -9.997121, -1.554962], [-3.476123, -9.137879, -2.739171], [-2.579420, -8.218342, -1.595932], [-1.163127, -6.155079, -6.075830], [0.415559, -6.092968, -5.150116], [-0.780064, -4.928907, -4.827083], [-0.027100, -8.624518, -0.297132], [1.211191, -7.398317, -0.781218], [1.220983, -8.903793, -1.584646], [-2.956832, -3.039972, 11.884479], [-2.733453, -2.620339, 10.557010], [-3.871945, -1.816016, 9.636565], [-5.088402, -2.619873, 9.282785], [-4.246427, -0.530247, 10.498944], [-5.636841, -0.237996, 10.778977], [-2.938603, -1.191242, 8.459633], [-1.670812, -0.710094, 8.886129], [-2.316306, -2.375906, 12.464902], [-2.700581, -4.083559, 12.067052], [-4.005228, -2.927781, 12.160833], [-5.944828, 0.803282, 10.684334], [-5.758030, -0.477651, 11.835383], [-6.379735, -0.770250, 10.184915], [-1.167492, -0.350994, 7.988449], [-1.149238, -1.592551, 9.256707], [-1.850033, -0.058294, 9.741187], [-0.181115, 6.867589, -7.167362], [0.281872, 5.584140, -7.742787], [1.031884, 4.748946, -6.830331], [0.395379, 5.422359, -9.075362], [1.109647, 4.563448, -9.536750], [0.654720, 7.561895, -7.253468], [-0.505157, 6.781317, -6.130222], [-1.062337, 7.186286, -7.724093], [0.350395, 4.508698, -6.014285], [1.585764, 3.894463, -7.219153], [1.857859, 5.296335, -6.376193], [-0.006302, 6.302320, -9.601228], [-6.369850, 2.556648, 1.126558], [-7.391686, 3.634627, 1.259966], [-6.941995, 5.016427, 1.043563], [-8.679943, 3.286292, 1.488396], [-9.586898, 4.105715, 1.632252], [-5.798703, 2.727599, 0.214050], [-6.819483, 1.564361, 1.162397], [-5.624794, 2.640600, 1.917725], [-7.269840, 5.575609, 1.919875], [-5.861170, 5.116908, 0.944379], [-7.457031, 5.595277, 0.276909], [-8.761466, 2.189286, 1.534434], [2.349328, -0.690709, -11.291594], [1.838366, -1.203505, -10.013021], [0.982213, -2.369218, -10.254345], [2.215267, -0.691845, -8.807054], [1.868567, -1.206822, -7.756539], [1.518490, -0.564121, -11.985711], [3.120636, -1.330648, -11.720149], [2.736870, 0.315639, -11.132963], [1.445519, -3.166530, -10.835496], [0.789642, -2.822076, -9.281747], [0.004066, -2.062426, -10.624745], [2.928690, 0.140079, -8.912513], [7.577444, 0.854822, -4.687817], [7.013458, 1.390791, -3.525125], [5.612790, 1.265188, -3.268126], [7.798986, 2.001288, -2.575266], [7.342065, 2.581761, -1.648925], [7.146182, 1.209707, -5.623863], [7.540433, -0.234553, -4.688280], [8.601990, 1.226642, -4.676117], [5.451034, 0.216171, -3.516133], [5.363861, 1.459182, -2.224817], [4.955148, 1.775634, -3.971728], [8.852438, 1.912739, -2.882835]], "forces_ev_per_a": [[0.384, -0.908, -1.327], [-1.001, 2.011, 3.199], [0.549, -0.890, 0.803], [-1.377, 2.007, 0.779], [0.374, 0.074, -0.963], [-0.684, -0.305, -0.865], [0.191, 0.472, -2.260], [0.356, -0.957, 1.188], [0.703, -0.619, 0.584], [-0.381, -0.532, -0.069], [-0.201, -0.094, -0.182], [0.194, -0.194, 0.675], [0.472, -0.103, -0.400], [0.434, 0.060, -1.183], [1.830, 0.514, -1.535], [-2.506, 0.322, -1.199], [0.809, -1.111, 2.802], [0.966, 1.603, -2.308], [-0.631, -0.284, -0.065], [1.185, -0.953, 1.658], [-2.847, -0.257, 0.955], [1.084, 0.859, -2.222], [-0.752, -0.204, 1.705], [0.821, -0.102, -0.352], [0.050, -0.071, -0.083], [0.553, -0.008, -0.051], [0.038, -0.211, 0.381], [-0.604, -0.083, 0.292], [-0.102, 0.849, -0.868], [0.452, -1.535, 0.948], [-2.231, -0.851, -0.035], [2.460, -0.064, -1.148], [-0.166, 3.336, -0.061], [-0.190, -1.960, 0.377], [0.383, -0.264, -0.333], [0.403, -1.187, 2.153], [-0.520, -0.170, 0.813], [-0.097, 0.119, 0.083], [-0.100, -0.184, 0.220], [0.285, -0.001, 0.085], [-0.302, 0.283, -0.165], [0.034, 0.748, -0.378], [-0.105, 0.598, -0.680], [0.250, 0.534, -0.489], [-0.426, -0.243, -0.520], [-1.396, -0.248, 0.760], [2.234, 1.178, -0.351], [-1.519, -1.447, 0.104], [0.927, -1.209, 0.216], [-0.657, 0.808, -2.246], [0.856, -1.658, -0.027], [-0.213, 1.581, 3.518], [0.251, -0.432, -1.353], [-0.384, 0.216, -0.432], [0.240, -0.062, -0.109], [0.657, 0.074, 0.214], [-0.917, 0.507, -0.055], [-0.050, 0.224, -0.173], [0.466, 0.571, 0.360], [-0.310, -0.460, 0.075], [-0.471, 0.125, -1.057], [0.298, 0.206, 0.553], [-2.593, -0.059, -0.543], [2.701, 1.734, 0.137], [-0.832, -1.625, -0.908], [-2.083, 1.617, 1.683], [1.249, -1.546, 1.054], [0.115, 0.644, -0.033], [-1.366, 0.080, -2.909], [2.035, 0.386, 1.183], [0.938, -0.162, -0.068], [-0.490, 0.102, 0.320], [0.793, 0.103, -0.165], [0.383, 0.096, -0.047], [-0.102, -0.603, -0.263], [-0.477, -0.013, 0.033], [-0.042, -0.013, -0.145], [0.206, -0.385, 0.930], [-0.440, -0.330, -0.253], [-0.346, 0.608, 0.537], [-1.263, 0.926, -2.458], [-0.240, -1.575, 0.185], [2.303, 1.243, 0.079], [-0.519, 0.300, -0.329], [-0.582, -0.066, 0.997], [-1.970, -1.425, 0.844], [0.287, -1.039, 0.318], [-0.218, -0.275, 0.550], [0.234, 0.049, -0.465], [-0.012, 0.137, 0.151], [1.021, 0.287, -0.281], [-0.289, -0.142, -0.058], [0.607, -0.511, -0.090], [-0.087, 0.548, 0.449], [0.500, 0.293, -0.022], [0.582, 0.639, -0.419], [0.090, -0.804, -0.852], [-0.528, 0.241, 0.940], [0.376, 0.205, 0.891], [1.448, 0.902, 1.057], [-0.334, -0.573, -1.159], [-0.272, 0.423, 0.214], [0.257, -0.314, -0.044], [0.216, 0.305, -0.109], [0.202, -0.537, 0.038], [-0.973, -0.098, -0.573], [-0.003, 0.633, 0.122], [-0.470, -0.413, -0.527], [-0.120, 1.262, 0.079], [1.300, -1.021, -0.873], [-1.015, 0.370, 1.221], [-0.193, 1.651, 0.108], [0.736, -1.136, -0.203], [-0.247, -0.334, -0.274], [-0.015, 0.189, -0.152], [-0.134, -0.069, 0.309], [0.362, 0.102, 0.343], [-0.172, -0.390, -0.043], [-0.007, -0.706, -0.640], [-0.498, 0.062, 0.126], [-0.198, 0.861, 0.879], [0.256, -0.121, -2.015], [-0.133, 0.103, 2.186], [-0.464, -1.852, -0.268], [0.225, 0.766, -0.010], [0.024, -0.224, -0.093], [-0.050, -0.063, -0.008], [0.279, -0.042, -0.041], [0.159, 0.445, -0.403], [-0.054, 0.008, 0.105], [0.156, -0.021, -0.437], [-0.216, 0.151, 0.140], [0.921, -0.307, -0.778], [-0.031, 1.606, 1.656], [-0.387, -1.451, -0.557], [-0.372, -0.880, -2.796], [-0.151, 0.954, 2.165], [-0.332, 0.159, 0.077], [0.150, -0.184, -0.127], [0.253, -0.509, -0.378], [-0.685, -0.352, 0.405], [0.108, 0.131, -0.280], [0.182, 0.629, 0.117], [0.303, 0.199, 0.514]], "mulliken_charge": [-0.5777, 0.7917, -0.8116, 0.4977, -0.5507, 0.6629, -0.6444, -0.8799, 0.4485, -0.4952, 0.4502, 0.3450, 0.4519, 0.3086, -0.6296, 1.0307, -0.9878, 0.5700, -0.4736, 0.5640, -0.5886, -0.9186, 0.4286, -0.5413, 0.4546, 0.3317, 0.4072, 0.3521, -0.6813, -0.3285, 0.9534, -0.6995, -0.2484, -0.7212, -0.1468, -0.7162, 0.3134, 0.3035, 0.2846, 0.2515, 0.2731, 0.3358, 0.3058, 0.2796, 0.2405, -0.7076, -0.2826, 0.9807, -0.6787, -0.3564, -0.6135, -0.2201, -0.6036, 0.2770, 0.2513, 0.3096, 0.2943, 0.2937, 0.2750, 0.2586, 0.2653, 0.2570, -0.7595, -0.3848, 1.0423, -0.6861, -0.2400, -0.6807, -0.1522, -0.7921, 0.2861, 0.2959, 0.3470, 0.2417, 0.3403, 0.2471, 0.2581, 0.2633, 0.3744, -0.6108, -0.3334, 1.1102, -0.7247, -0.2961, -0.7092, -0.3029, -0.5458, 0.2567, 0.2431, 0.2749, 0.2760, 0.2683, 0.3306, 0.2195, 0.2784, 0.2655, -0.9470, 0.0287, -0.9039, 0.1459, -0.5803, 0.3452, 0.3123, 0.3516, 0.3091, 0.3064, 0.3279, 0.3046, -0.9114, 0.1121, -0.9263, 0.1660, -0.6079, 0.3199, 0.2973, 0.3256, 0.3105, 0.3620, 0.2992, 0.2540, -0.9351, 0.0653, -0.9466, 0.2964, -0.6430, 0.3158, 0.3032, 0.3225, 0.3263, 0.3035, 0.3199, 0.2719, -0.8402, 0.1257, -0.9284, 0.1595, -0.5449, 0.3169, 0.3221, 0.2543, 0.3055, 0.2980, 0.2823, 0.2509], "energy_ev": -138947.6343, "lumo_ha": -0.07551, "total_charge": 0, "orbital_gap_ev": 7.12, "smiles": "O=C1C=C(O)C(=O)C=C1O.O=C1C=C(O)C(=O)C=C1O.COP(=O)(OC)OC.COP(=O)(OC)OC.COP(=O)(OC)OC.COP(=O)(OC)OC.CN(C)C=O.CN(C)C=O.CN(C)C=O.CN(C)C=O", "e_homo_ev": -9.17}